89
Properties=species:S:1:pos:R:3 method="wB97M-V/def2-TZVPD" spin_multiplicity=5 energy_ev=-141825.4670 e_homo_ev="-4.999 / -5.606" s_squared=6.037 lumo_energy_ha="0.091 / 0.002" total_charge=-1
Rh -1.130 -0.660 0.020
O 0.904 -1.257 -0.151
C 1.715 -1.980 0.709
C 0.921 -2.379 1.988
C 0.403 -1.211 2.762
C 0.808 -1.002 4.076
C 0.416 0.138 4.744
C -0.367 1.059 4.076
C -0.789 0.780 2.785
C -1.631 1.772 2.053
C -0.977 2.266 0.756
O -0.822 1.228 -0.194
C 0.396 2.830 1.112
C 1.545 2.076 0.908
C 2.773 2.556 1.350
C 2.865 3.786 1.982
C 1.718 4.546 2.176
C 0.491 4.066 1.745
C -1.836 3.322 0.055
C -3.104 3.689 0.477
C -3.839 4.634 -0.235
C -3.315 5.210 -1.378
C -2.048 4.836 -1.815
C -1.318 3.903 -1.103
N -0.439 -0.357 2.157
C 2.171 -3.323 0.075
C 1.290 -4.035 -0.729
C 1.645 -5.266 -1.260
C 2.895 -5.807 -1.001
C 3.782 -5.111 -0.191
C 3.420 -3.883 0.346
C 2.987 -1.163 0.976
C 3.657 -1.103 2.187
C 4.873 -0.432 2.307
C 5.446 0.173 1.203
C 4.783 0.119 -0.021
C 3.566 -0.528 -0.126
H 1.523 -3.013 2.640
H 0.084 -2.979 1.626
H 1.437 -1.740 4.554
H 0.733 0.317 5.764
H -0.665 1.990 4.538
H -1.809 2.625 2.710
H -2.591 1.319 1.800
H 1.478 1.109 0.423
H 3.659 1.952 1.200
H 3.825 4.154 2.324
H 1.778 5.512 2.664
H -0.404 4.662 1.891
H -3.546 3.230 1.352
H -4.831 4.906 0.107
H -3.891 5.939 -1.935
H -1.634 5.269 -2.717
H -0.337 3.597 -1.447
H 0.300 -3.644 -0.899
H 0.920 -5.809 -1.855
H 3.175 -6.768 -1.417
H 4.761 -5.523 0.026
H 4.128 -3.354 0.972
H 3.259 -1.607 3.055
H 5.374 -0.402 3.267
H 6.395 0.687 1.290
H 5.217 0.593 -0.894
H 3.043 -0.569 -1.074
Br -3.752 -0.466 0.688
C -3.227 0.956 -1.910
C -4.196 1.693 -2.493
C -4.267 1.680 -3.909
C -3.384 0.933 -4.637
C -2.380 0.160 -3.999
C -1.467 -0.630 -4.743
C -0.509 -1.369 -4.113
C -0.411 -1.369 -2.704
C -1.292 -0.639 -1.951
C -2.289 0.165 -2.580
H -4.890 2.282 -1.906
H -5.031 2.262 -4.413
H -3.445 0.912 -5.719
H -1.541 -0.629 -5.825
H 0.193 -1.959 -4.690
H 0.377 -1.914 -2.205
C -3.461 -3.210 -1.667
S -2.536 -3.806 -0.285
O -1.831 -4.986 -0.734
O -3.447 -3.973 0.816
O -1.517 -2.719 -0.007
H -4.205 -3.971 -1.902
H -2.785 -3.072 -2.510
H -3.943 -2.275 -1.390

---

94
Properties=species:S:1:pos:R:3 method="wB97M-V/def2-TZVPD" spin_multiplicity=2 energy_ev=-69394.4142 e_homo_ev="1.139 / -0.432" s_squared=0.808 lumo_energy_ha="0.151 / 0.150" total_charge=-2
Hg -1.029 1.245 0.036
C 2.385 0.759 3.433
C 1.651 0.564 4.595
C 0.388 1.119 4.696
C -0.138 1.831 3.613
N 0.588 2.026 2.505
C 1.806 1.522 2.427
C -1.525 2.338 3.576
C -2.365 2.379 4.697
C -3.669 2.811 4.527
C -4.125 3.153 3.266
C -3.219 3.100 2.201
N -1.960 2.730 2.384
C -3.583 3.448 0.811
C -4.900 3.503 0.353
C -5.137 3.854 -0.963
C -4.062 4.130 -1.797
C -2.785 4.026 -1.261
N -2.556 3.708 0.001
H 3.374 0.336 3.314
H 2.061 -0.022 5.409
H -0.186 0.979 5.603
H 2.347 1.738 1.510
H -2.013 2.091 5.678
H -4.333 2.881 5.381
H -5.149 3.469 3.121
H -5.727 3.236 0.997
H -6.151 3.904 -1.344
H -4.212 4.411 -2.831
H -1.895 4.200 -1.857
C -3.411 0.176 -2.517
O -2.037 0.428 -2.673
C -1.231 -0.624 -2.983
C -1.691 -1.851 -3.426
C -0.799 -2.866 -3.794
C 0.567 -2.649 -3.697
C 1.043 -1.433 -3.230
C 0.169 -0.384 -2.879
N 0.598 0.807 -2.361
N 1.837 1.118 -2.683
C 2.470 2.133 -2.054
C 1.846 3.013 -1.076
O 0.596 3.121 -0.930
C 2.755 3.815 -0.282
C 4.100 3.872 -0.512
C 4.693 3.153 -1.585
C 6.062 3.265 -1.888
C 6.615 2.606 -2.961
C 5.797 1.794 -3.765
C 4.465 1.629 -3.463
C 3.866 2.301 -2.374
H -3.895 -0.047 -3.480
H -3.836 1.082 -2.092
H -3.592 -0.642 -1.815
H -2.755 -2.041 -3.506
H -1.183 -3.811 -4.167
H 1.265 -3.426 -3.996
H 2.104 -1.249 -3.126
H 2.295 4.377 0.525
H 4.746 4.492 0.106
H 6.681 3.900 -1.259
H 7.669 2.723 -3.193
H 6.225 1.302 -4.633
H 3.831 0.997 -4.069
C -0.290 -2.019 2.532
C 0.785 -1.941 1.508
N 0.965 -0.964 0.665
C 2.069 -1.269 -0.086
C 2.572 -2.466 0.313
N 1.755 -2.899 1.344
C 1.832 -4.184 1.969
N 0.652 -4.968 1.722
N 0.071 -5.666 2.734
N -0.964 -6.274 2.282
C -1.106 -5.985 0.956
C -2.069 -6.378 0.023
C -1.929 -5.905 -1.265
C -0.872 -5.063 -1.639
C 0.085 -4.654 -0.728
C -0.056 -5.133 0.570
H -0.925 -1.141 2.418
H 0.136 -2.025 3.540
H -0.893 -2.919 2.404
H 2.421 -0.602 -0.857
H 3.410 -3.054 -0.021
H 1.925 -4.102 3.054
H 2.720 -4.684 1.572
H -2.889 -7.019 0.316
H -2.663 -6.181 -2.011
H -0.802 -4.707 -2.658
H 0.872 -3.972 -1.020
C -2.908 0.246 0.444
H -2.744 -0.803 0.123
H -2.904 0.183 1.553

---

92
Properties=species:S:1:pos:R:3 method="wB97M-V/def2-TZVPD" spin_multiplicity=1 energy_ev=-91127.9977 e_homo_ev=-10.308 lumo_energy_ha=-0.122 total_charge=+1
Zr -0.770 0.979 -0.787
O -3.025 1.421 -0.408
C -2.766 0.233 -0.720
C -3.567 -0.961 -0.544
C -4.964 -1.032 -0.543
C -5.586 -2.265 -0.535
C -4.826 -3.427 -0.511
C -3.438 -3.377 -0.532
C -2.794 -2.148 -0.576
P -0.964 -1.914 -0.724
C -0.355 -2.330 0.951
C 0.956 -1.942 1.221
C 1.549 -2.265 2.426
C 0.844 -2.999 3.367
C -0.458 -3.392 3.103
C -1.064 -3.052 1.904
C -0.551 -3.528 -1.509
C -0.101 -4.639 -0.804
C 0.180 -5.818 -1.468
C 0.023 -5.898 -2.841
C -0.417 -4.791 -3.551
C -0.700 -3.609 -2.891
H -5.545 -0.121 -0.558
H -6.665 -2.328 -0.547
H -5.321 -4.385 -0.492
H -2.870 -4.299 -0.551
H 1.498 -1.380 0.470
H 2.561 -1.951 2.638
H 1.314 -3.264 4.301
H -1.007 -3.964 3.836
H -2.086 -3.354 1.711
H 0.022 -4.597 0.267
H 0.525 -6.671 -0.903
H 0.246 -6.822 -3.353
H -0.532 -4.855 -4.623
H -1.045 -2.740 -3.437
S 2.737 -2.353 -3.816
C 4.021 -3.094 -4.663
C 5.237 -2.589 -4.313
C 5.144 -1.578 -3.345
C 3.849 -1.313 -2.966
C 3.361 -0.328 -2.035
C 1.968 -0.161 -1.861
N 1.434 0.761 -1.094
C 2.240 1.610 -0.426
C 3.649 1.467 -0.439
C 4.432 2.312 0.404
C 3.851 3.220 1.223
C 2.438 3.423 1.223
C 1.790 4.327 2.070
C 0.408 4.469 2.005
C -0.268 3.759 0.986
N 0.311 2.879 0.197
C 1.637 2.659 0.339
C -0.328 5.265 2.952
C -1.684 5.265 3.183
C -2.062 6.114 4.237
C -1.001 6.754 4.800
S 0.483 6.332 4.064
C 4.196 0.487 -1.275
H 3.802 -3.857 -5.382
H 6.162 -2.922 -4.742
H 6.004 -1.066 -2.955
H 1.270 -0.810 -2.386
H 5.504 2.191 0.390
H 4.449 3.820 1.891
H 2.357 4.893 2.796
H -1.329 3.921 0.832
H -2.388 4.655 2.644
H -3.078 6.245 4.563
H -1.002 7.448 5.617
H 5.268 0.366 -1.314
N -1.488 3.150 -1.963
C -1.389 2.686 -3.362
C -0.342 1.560 -3.257
O 0.833 1.788 -3.500
O -0.810 0.483 -2.754
H -2.386 3.610 -1.800
H -0.752 3.846 -1.813
H -1.051 3.469 -4.051
H -2.348 2.274 -3.687
C -2.478 0.842 2.472
C -0.998 0.458 2.362
C -0.157 1.338 3.307
O -0.543 0.543 1.045
H -2.813 0.809 3.507
H -3.080 0.147 1.887
H -2.620 1.852 2.083
H -0.886 -0.585 2.710
H -0.442 2.381 3.212
H 0.901 1.234 3.071
H -0.317 1.033 4.338

---

100
Properties=species:S:1:pos:R:3 method="wB97M-V/def2-TZVPD" spin_multiplicity=1 energy_ev=-101672.9471 e_homo_ev=-5.771 lumo_energy_ha=-0.067
Ba 0.375 0.058 -0.366
C 3.277 -3.062 -0.870
C 2.050 -2.510 -1.548
C 0.773 -3.050 -1.306
C 0.594 -4.129 -0.264
C -0.308 -2.627 -2.101
C -1.654 -3.305 -2.018
C -0.131 -1.625 -3.075
C -1.312 -1.286 -3.958
C 1.121 -1.009 -3.237
C 1.349 0.107 -4.230
C 2.220 -1.479 -2.487
C 3.612 -0.947 -2.729
H 4.067 -3.225 -1.604
H 3.090 -4.016 -0.391
H 3.679 -2.374 -0.119
H 0.710 -5.123 -0.703
H -0.384 -4.079 0.212
H 1.330 -4.051 0.530
H -1.782 -3.978 -2.871
H -2.476 -2.589 -2.045
H -1.762 -3.905 -1.121
H -2.075 -0.710 -3.425
H -1.797 -2.200 -4.299
H -1.026 -0.730 -4.844
H 1.991 -0.221 -5.050
H 1.854 0.948 -3.751
H 0.428 0.484 -4.663
H 4.192 -1.676 -3.301
H 4.150 -0.798 -1.793
H 3.624 -0.011 -3.281
N -0.601 -0.319 4.319
C -1.039 -0.101 3.068
S -1.029 -1.601 2.068
N -1.389 1.078 2.687
N -1.518 1.249 1.331
C -2.257 2.223 0.960
C -2.419 2.531 -0.467
C -3.351 3.491 -0.851
C -3.534 3.766 -2.193
C -2.763 3.081 -3.123
C -1.841 2.164 -2.653
N -1.663 1.870 -1.365
H -0.321 -1.242 4.603
H -0.231 0.469 4.829
H -2.809 2.810 1.691
H -3.926 4.004 -0.091
H -4.261 4.501 -2.512
H -2.863 3.261 -4.183
H -1.205 1.626 -3.351
C 2.259 3.659 -3.174
Te 2.025 3.092 -1.125
C 4.016 2.355 -1.241
C 4.515 2.680 -2.624
C 5.821 2.350 -2.986
C 6.291 2.631 -4.255
C 5.460 3.255 -5.179
C 4.165 3.590 -4.825
C 3.680 3.304 -3.549
H 2.062 4.724 -3.290
H 1.540 3.118 -3.789
H 4.000 1.283 -1.054
H 4.613 2.819 -0.460
H 6.467 1.867 -2.262
H 7.306 2.368 -4.524
H 5.824 3.483 -6.172
H 3.518 4.080 -5.544
C -2.602 -6.242 2.048
C -3.333 -5.110 1.401
C -4.540 -5.276 0.729
C -5.100 -4.161 0.136
N -4.533 -2.955 0.198
C -3.394 -2.916 0.870
S -2.698 -1.273 0.864
N -2.756 -3.904 1.462
H -3.268 -7.077 2.259
H -2.128 -5.904 2.967
H -1.811 -6.594 1.383
H -5.020 -6.242 0.669
H -6.035 -4.224 -0.410
F 2.006 -2.092 2.925
C 3.324 -2.354 2.700
C 3.655 -3.639 2.341
F 2.655 -4.545 2.298
C 4.959 -4.015 1.979
C 5.908 -2.995 2.167
C 5.568 -1.719 2.567
F 6.539 -0.798 2.629
C 4.254 -1.330 2.812
C 3.841 0.076 3.006
C 2.944 0.556 2.103
N 2.204 0.960 1.282
C 4.283 0.897 4.071
N 4.629 1.579 4.937
F 7.190 -3.224 1.856
C 5.252 -5.293 1.395
C 4.233 -6.016 0.733
N 3.397 -6.609 0.192
C 6.562 -5.827 1.303
N 7.615 -6.293 1.210

---

91
Properties=species:S:1:pos:R:3 method="wB97M-V/def2-TZVPD" spin_multiplicity=4 energy_ev=-145065.6444 e_homo_ev="-10.564 / -10.551" s_squared=3.784 lumo_energy_ha="-0.113 / -0.155" total_charge=+1
Tc 0.412 -21.168 3.032
C 3.607 -21.368 2.232
P 2.824 -20.830 3.828
C 3.463 -19.166 4.251
C 4.654 -18.732 3.801
C 5.147 -17.492 4.310
C 4.483 -16.774 5.238
C 3.287 -17.284 5.764
C 2.767 -18.428 5.154
C 3.388 -21.947 5.103
C 4.219 -23.073 4.979
C 4.441 -23.942 6.075
C 4.056 -23.598 7.339
C 3.285 -22.464 7.481
C 2.947 -21.669 6.382
C 2.726 -20.771 1.200
C 3.103 -20.280 -0.030
C 1.886 -19.883 -0.686
C 0.856 -20.113 0.116
C -0.535 -19.664 0.233
P -0.784 -19.293 1.991
C -0.008 -17.669 2.186
C 1.326 -17.485 1.989
C 1.976 -16.233 2.189
C 1.171 -15.205 2.603
C -0.196 -15.355 2.757
C -0.791 -16.585 2.555
C -2.555 -19.002 2.180
C -3.290 -18.669 1.002
C -4.691 -18.676 1.153
C -5.383 -19.030 2.330
C -4.590 -19.430 3.477
C -3.209 -19.460 3.322
N 1.350 -20.679 1.293
H 3.629 -22.478 2.310
H 4.600 -20.971 2.065
H 5.403 -19.271 3.255
H 6.075 -17.079 3.917
H 5.025 -16.020 5.705
H 2.705 -16.695 6.469
H 1.853 -18.801 5.553
H 4.327 -23.538 3.960
H 5.052 -24.851 6.048
H 4.280 -24.321 8.118
H 2.755 -22.187 8.396
H 2.315 -20.774 6.533
H 4.114 -20.292 -0.414
H 1.796 -19.212 -1.540
H -1.229 -20.480 0.008
H -0.765 -18.779 -0.381
H 1.903 -18.158 1.510
H 3.045 -16.010 2.026
H 1.616 -14.215 2.658
H -0.711 -14.529 3.135
H -1.831 -16.702 2.692
H -2.788 -18.476 0.083
H -5.281 -18.272 0.295
H -6.481 -18.894 2.351
H -5.045 -19.782 4.402
H -2.524 -19.622 4.221
C -0.711 -22.270 7.383
C -0.810 -21.608 6.079
N -0.373 -22.150 4.968
N 0.100 -23.453 5.076
C 1.006 -23.777 4.202
O 1.297 -22.980 3.225
C 1.681 -25.065 4.300
C 1.572 -25.809 5.510
C 2.291 -26.988 5.540
C 3.059 -27.483 4.483
C 3.124 -26.712 3.338
C 2.414 -25.554 3.255
C -1.194 -20.175 6.006
C -2.287 -19.744 6.773
C -2.567 -18.365 6.794
C -1.701 -17.529 6.168
C -0.671 -18.060 5.357
N -0.450 -19.377 5.265
H -1.026 -21.576 8.160
H 0.302 -22.585 7.498
H -1.296 -23.192 7.447
H 1.101 -25.415 6.384
H 2.328 -27.580 6.453
H 3.682 -28.410 4.649
H 3.665 -27.052 2.491
H 2.488 -25.058 2.248
H -2.885 -20.433 7.319
H -3.452 -17.999 7.318
H -1.781 -16.458 6.025
H 0.005 -17.445 4.809
Br -1.611 -22.385 2.242

---

The calculation returns the following energy relative to the best compared isomer or geometry (same formula, charge and spin) values, one per record and in order: 2.399; 1.696; 1.710; 0.000; 0.478 eV.